<A>
The following is a quantum chemistry calculation of 2 unconnected molecules or ions with the total composition C2H2O3S, from the OMol25 dataset.

Summary:
LUMO level (eV): -1.0
Multiplicity: 1

Last column: Löwdin charge in e.
CARTESIAN COORDINATES (ANGSTROEM)
O (0.34413, 0.34791, -3.35881)  -0.437
S (-0.78350, -0.50084, -3.60130)  0.848
H (0.68527, -0.30458, -0.11397)  0.142
C (-1.64006, -0.37311, -0.74908)  -0.005
O (-0.53161, -1.91990, -3.35887)  -0.447
C (-0.38981, 0.14889, -0.09446)  -0.190
O (-1.44512, -0.57652, 0.47434)  0.022
H (-0.34737, 1.19749, -0.03297)  0.067


<B>
The following is a quantum chemistry calculation of C2H2O3S in the gas phase, from the OMol25 dataset.

Summary:
Structure (SMILES): O=S(=O)=C1CO1
LUMO level (eV): -2.1
Multiplicity: 1

Last column: Löwdin charge in e.
CARTESIAN COORDINATES (ANGSTROEM)
O (-1.54419, 1.33113, 0.05763)  -0.365
C (1.56118, 0.12627, 0.06675)  -0.036
C (0.00357, -0.85835, 0.52430)  -0.077
O (1.09622, -1.24545, -0.05636)  -0.152
S (-1.45931, 0.02568, -0.50271)  0.792
H (1.13758, 0.94052, -0.68123)  0.107
H (1.81943, 0.51780, 1.11201)  0.097
O (-2.61449, -0.83760, -0.52039)  -0.365


The energy of each structure relative to the most stable one, in kcal/mol, is as follows: <A> 0.0; <B> 48.8.


<A>
The following is a quantum chemistry calculation of C2H2O3S in the gas phase, from the OMol25 dataset.

Summary:
LUMO level (spin up / spin down) (eV): -3.1 / -2.5
Multiplicity: 1

Last column: Löwdin charge in e.
CARTESIAN COORDINATES (ANGSTROEM)
C (0.20705, -0.59897, 0.11337)  0.279
O (3.47650, -0.60558, -1.56084)  -0.374
O (4.32678, 0.21441, 0.57067)  -0.360
H (-0.59726, -1.11270, -0.28072)  0.036
S (3.20260, -0.24286, -0.19849)  0.811
H (-0.08237, 1.38634, 0.03380)  0.204
O (1.89489, 1.11045, -0.23836)  -0.173
C (0.75090, 0.57121, -0.12002)  -0.423


<B>
The following is a quantum chemistry calculation of 2 unconnected molecules or ions with the total composition C2H2O3S, from the OMol25 dataset.

Summary:
LUMO level (spin up / spin down) (eV): -3.4 / -2.4
Multiplicity: 1

Last column: Löwdin charge in e.
CARTESIAN COORDINATES (ANGSTROEM)
H (0.32704, -1.36001, 0.03895)  0.051
O (0.95759, 0.59291, 1.11875)  -0.380
C (-1.25989, 0.77047, 0.29245)  0.031
O (1.28153, -1.60025, 0.05042)  -0.230
H (-3.33603, 0.34593, -0.58732)  0.069
S (1.96896, -0.07078, 0.30524)  0.842
C (-2.27211, 0.69626, -0.29873)  -0.069
O (2.33291, 0.62547, -0.91976)  -0.314


<C>
The following is a quantum chemistry calculation of C2H2O3S in the gas phase, from the OMol25 dataset.

Summary:
Structure (SMILES): O=C(O)C(=O)S
LUMO level (eV): -1.3
Multiplicity: 1

Last column: Löwdin charge in e.
CARTESIAN COORDINATES (ANGSTROEM)
H (1.88960, 0.96298, -0.44232)  0.135
S (-1.76507, -0.75131, -0.12628)  0.967
H (-2.52382, 0.42412, -0.02802)  -0.029
O (-0.55800, 1.50374, 0.35207)  -0.071
O (0.65183, -1.81565, 0.38349)  0.028
C (-0.39481, 0.21925, 0.03005)  -0.700
O (1.91207, 0.02036, -0.26064)  0.177
C (0.78820, -0.56348, 0.09166)  -0.508


The energy of each structure relative to the most stable one, in kcal/mol, is as follows: <A> 96.4; <B> 146.5; <C> 0.0.


<A>
The following is a quantum chemistry calculation of a molecular structure, C2ClN5, from the OMol25 dataset.

Summary:
LUMO level (eV): -1.7
Multiplicity: 1

Last column: Löwdin charge in e.
CARTESIAN COORDINATES (ANGSTROEM)
N (1.23372, 0.23877, 1.39468)  0.073
Cl (-2.01669, 1.01177, 0.15439)  0.709
N (0.60017, 0.91980, 0.63686)  0.006
N (-0.14737, -1.36598, 0.63817)  0.123
N (0.11030, -0.10396, -2.58182)  0.201
N (0.75595, -1.16315, 1.34888)  -0.037
C (-0.41577, 0.34585, -0.10684)  -0.813
C (-0.12031, 0.11690, -1.48434)  -0.263


<B>
The following is a quantum chemistry calculation of C2ClN5 in the gas phase, from the OMol25 dataset.

Summary:
Structure (SMILES): N#Cc1nnnn1Cl
LUMO level (eV): -0.2
Multiplicity: 1

Last column: Löwdin charge in e.
CARTESIAN COORDINATES (ANGSTROEM)
N (0.46092, -0.39012, -0.50395)  -0.560
N (0.52565, -1.61016, 0.02034)  -0.058
C (-0.56743, 1.69676, 0.05180)  -0.123
N (-1.31353, -0.65218, 0.55666)  0.104
Cl (1.98492, 0.05585, -0.82610)  0.802
C (-0.70376, 0.19867, -0.10860)  -0.365
N (-0.52571, -1.83081, 0.56034)  0.020
N (0.13895, 2.53197, 0.24951)  0.181


The energy of each structure relative to the most stable one, in kcal/mol, is as follows: <A> 0.0; <B> 14.2.